[1]
Computed, not measured: a structure of composition C3H2ClN in a non-equilibrium geometry, with wB97M-V/def2-TZVPD.

XYZ file:
```
7
Properties=species:S:1:pos:R:3:forces:R:3
C 0.6215 -0.4932 0.0536 1.2 -1.0 0.3
C 0.2887 0.7971 -0.1086 -1.3 -0.3 -0.3
C 2.1795 0.2057 0.0711 -4.7 1.2 0.3
N 1.6436 1.3972 0.0773 1.6 -1.0 -0.8
Cl 3.7342 -0.3321 -0.0393 0.8 -0.1 0.2
H 0.2383 -1.5747 0.2342 0.5 2.4 -0.7
H -0.6565 1.3830 -0.4511 1.9 -1.2 1.0
```
Forces are in eV/Å.

For the HOMO energy, the calculation gives -0.3229 Ha. The largest force on an atom comes out at 0.0945 hartree/bohr. The energy above the lowest of the compared OMol25 structures with the same formula, charge and spin is 74.7 kcal/mol. The total energy is -17151.602 eV. For the gap between HOMO and LUMO, the calculation gives 8.718 eV. Its total charge is 0.



[2]
Computed, not measured: a structure of composition C44H60BiGeN4O5P3 in a non-equilibrium geometry, with wB97M-V/def2-TZVPD.

XYZ file:
```
118
Properties=species:S:1:pos:R:3:forces:R:3
Bi -0.1881 -1.7296 -0.1839 0.2 -0.7 0.3
C 4.8153 -1.6942 -2.3794 -0.1 -0.3 0.5
C 4.3116 -0.5061 -1.5718 -0.2 0.4 -0.7
C 4.0313 0.6577 -2.5518 0.1 -0.3 0.0
P 2.8041 -0.8409 -0.5872 -0.5 0.3 -0.4
C 2.7730 0.6334 0.5510 0.6 -0.5 0.6
N 1.7500 1.6395 0.3413 0.0 -0.2 0.1
Ge -0.0029 1.0895 -0.1358 -0.4 0.2 0.4
N -0.5339 1.6186 -1.9016 0.2 -0.4 -0.3
C -0.4174 0.6173 -2.9668 0.0 0.2 0.1
P -0.9741 -1.1051 -2.6595 0.2 0.4 0.2
C -0.2148 -2.0401 -4.0225 0.3 0.3 -0.1
C -0.4407 -1.3462 -5.3579 -0.2 0.3 -0.4
C 1.2556 -2.3752 -3.8103 0.2 -0.7 0.3
C -2.7912 -1.2083 -2.8349 -0.5 0.3 0.1
C -3.4283 -0.0743 -3.6526 0.2 0.2 0.7
C -3.2112 -2.5459 -3.4235 0.0 -0.6 0.0
C -0.1755 2.9089 -2.2788 0.4 0.5 0.8
C 0.1662 3.3539 -3.5607 -0.3 -0.9 -0.2
C 0.5648 4.6525 -3.7863 0.0 0.3 0.1
C 0.6870 5.5788 -2.7609 -0.2 -0.5 -0.3
C 0.3845 5.1457 -1.4926 0.0 -0.3 1.0
C -0.0312 3.8475 -1.2325 -0.1 0.3 -0.6
N -0.2921 3.3790 0.1153 0.2 -0.4 0.1
C 0.7719 3.6659 1.0970 0.0 0.4 0.0
C 0.7656 4.8133 1.8786 -0.2 0.2 -0.1
C 1.8305 5.1379 2.7163 0.3 -1.0 -0.3
C 2.8991 4.2394 2.7963 -0.6 0.3 -0.2
C 2.8791 3.0643 2.0585 0.2 -0.2 0.0
C 1.8313 2.7513 1.1722 -0.1 0.3 -0.2
C -1.6136 3.5581 0.6499 -0.1 -0.4 0.0
C -2.5134 4.5331 0.3088 -0.1 0.1 0.4
C -3.6694 4.6862 1.0870 -0.1 -0.2 0.0
C -3.9343 3.8808 2.2176 0.2 0.1 -0.6
C -3.0787 2.8315 2.5101 0.0 0.7 -0.6
C -1.9467 2.6275 1.6781 0.5 -0.4 0.4
N -1.0665 1.6084 1.7762 0.3 0.1 0.4
C -0.7131 0.9785 3.0415 -0.1 -0.3 -0.5
P -0.6812 -0.8734 2.9675 -0.3 0.0 -0.3
C 0.1743 -1.2700 4.5379 0.5 -0.6 0.1
C 1.6742 -1.3803 4.2521 0.2 0.0 -0.2
C -0.0845 -0.3927 5.7507 -0.3 -0.2 0.7
C -2.4307 -1.4279 3.1440 -0.1 0.1 -0.1
C -2.4132 -2.9439 3.1639 -0.8 -0.6 -0.3
C -3.2944 -0.9461 4.2855 0.2 1.0 0.9
C 3.1802 -2.2153 0.5908 -0.3 -0.1 -0.5
C 4.4862 -2.1437 1.3433 0.2 0.3 0.3
C 2.9764 -3.5888 -0.0520 -0.2 -0.5 -0.1
H 5.6745 -1.4067 -2.9784 0.2 0.0 0.1
H 4.0599 -2.0281 -3.0720 -0.4 -0.2 -0.3
H 5.0779 -2.5379 -1.7329 0.1 0.2 -0.2
H 5.0819 -0.2220 -0.8726 0.4 0.3 0.4
H 3.3144 0.3083 -3.3161 0.2 0.2 0.2
H 4.9718 0.9019 -3.0623 -0.3 0.1 0.1
H 3.6310 1.5633 -2.0857 0.0 -0.1 0.0
H 3.7623 1.0968 0.4826 0.0 0.1 -0.1
H 2.7383 0.2161 1.5794 -0.1 0.1 -0.2
H 0.6107 0.4971 -3.3242 0.3 0.1 0.1
H -0.9674 0.9505 -3.8368 -0.3 0.2 -0.2
H -0.7744 -2.9643 -3.9971 -0.1 -0.4 -0.1
H 0.1318 -0.4107 -5.4424 0.0 -0.3 0.0
H -1.4891 -1.0717 -5.5006 0.1 -0.1 -0.1
H -0.1582 -2.0080 -6.1854 0.0 0.2 0.2
H 1.9179 -1.5096 -3.6998 -0.3 0.0 -0.1
H 1.5897 -2.9769 -4.6636 0.1 0.2 0.0
H 1.3920 -3.0255 -2.9319 -0.1 0.3 -0.1
H -3.1566 -1.1608 -1.7947 0.1 0.1 -0.3
H -3.1378 -0.1247 -4.6935 0.0 0.0 -0.3
H -3.1744 0.9174 -3.2559 -0.1 -0.2 -0.1
H -4.5093 -0.1933 -3.5795 0.0 0.1 -0.1
H -2.9759 -2.6321 -4.4860 0.1 0.1 0.0
H -4.2922 -2.6668 -3.3419 0.0 0.0 0.1
H -2.7414 -3.3862 -2.9071 -0.1 0.0 0.0
H 0.1444 2.6654 -4.4110 -0.1 0.3 0.4
H 0.7909 4.9230 -4.7923 0.2 0.3 -0.5
H 1.0093 6.5882 -2.9270 0.1 0.2 -0.1
H 0.5251 5.7902 -0.6383 0.0 0.2 0.0
H -0.0885 5.4808 1.8129 0.1 0.0 0.0
H 1.8514 6.0471 3.2763 -0.2 0.4 0.2
H 3.7638 4.4427 3.4214 -0.2 0.0 0.0
H 3.7400 2.4220 2.1931 -0.2 -0.2 -0.2
H -2.2849 5.2211 -0.4835 0.0 0.2 -0.3
H -4.3767 5.4575 0.7950 0.1 -0.1 0.2
H -4.8294 4.0925 2.8032 0.3 -0.2 -0.1
H -3.2796 2.1474 3.3082 -0.1 -0.2 0.3
H -1.2908 1.3054 3.8968 -0.3 0.4 0.0
H 0.3370 1.2232 3.2514 0.0 0.2 -0.1
H -0.1794 -2.3000 4.7387 0.0 0.4 0.1
H 2.1104 -0.4237 3.9354 -0.1 0.0 0.0
H 1.8555 -2.1147 3.4660 0.1 0.0 0.0
H 2.2422 -1.6988 5.1270 -0.1 0.0 0.1
H 0.2549 0.6382 5.6197 0.0 -0.1 -0.1
H 0.4711 -0.7889 6.6247 -0.3 0.1 -0.4
H -1.1527 -0.3887 6.0151 0.4 0.1 0.0
H -2.8770 -1.1076 2.1993 0.0 0.0 0.0
H -2.2715 -3.3241 4.1708 0.2 0.0 0.2
H -1.6734 -3.3819 2.5038 0.3 -0.1 -0.1
H -3.3930 -3.3357 2.8374 0.3 0.2 0.1
H -3.0113 -1.3973 5.2423 0.0 -0.1 -0.2
H -4.3458 -1.1702 4.1381 -0.1 -0.2 -0.2
H -3.2298 0.1404 4.4653 0.0 -0.2 -0.2
H 2.3556 -2.0625 1.2765 -0.3 -0.1 0.6
H 5.3136 -2.3441 0.6666 0.2 0.0 0.0
H 4.5200 -2.8922 2.1407 0.0 0.0 -0.1
H 4.6381 -1.1656 1.8169 0.1 -0.1 -0.1
H 3.7561 -3.8532 -0.7687 0.1 0.1 0.1
H 2.0279 -3.7265 -0.5847 0.0 0.3 0.1
H 2.9734 -4.3593 0.7251 0.1 0.1 0.0
O -4.8638 -6.0044 -0.0162 -0.2 -0.2 0.0
C -3.9643 -5.2275 -0.1119 -0.1 -0.1 0.0
C -2.5181 -5.5647 -0.5307 -0.2 1.2 0.2
O -2.0657 -6.6393 -0.7775 0.2 -0.6 -0.2
C -1.8141 -4.2419 -0.5127 -0.8 0.0 0.8
C -2.6693 -3.2641 -0.0074 -0.3 -0.4 -0.4
O -2.2991 -2.0026 0.1917 0.3 0.3 0.0
C -4.0414 -3.7215 0.1542 0.7 -0.1 -0.3
O -5.0200 -3.0560 0.3967 -0.2 0.0 0.2
O -0.5897 -4.0048 -0.7783 0.6 0.1 -0.4
```
Forces are in eV/Å.

For the HOMO energy (spin up / spin down), the calculation gives -0.3596 / -0.3596 Ha. The largest force on an atom comes out at 0.0270 hartree/bohr. The energy above the lowest of the compared OMol25 structures with the same formula, charge and spin is 0.0 kcal/mol. The total energy is -153015.766 eV. As for the expectation value of S²: 0.79. As for the spin multiplicity: 2. For the gap between HOMO and LUMO (spin up / spin down), the calculation gives 7.422 / 4.755 eV. Its total charge is +1.



[3]
Computed, not measured: the molecule C4H7NO2, with wB97M-V/def2-TZVPD.

XYZ file:
```
14
Properties=species:S:1:pos:R:3:forces:R:3
C 0.6083 0.7063 -1.0772 0.0 0.0 -0.1
C 0.4798 -0.2629 0.0967 0.1 0.0 0.0
C 1.3481 0.1748 1.2694 0.3 0.2 0.0
O 2.2412 0.9814 1.1577 -0.4 -0.4 0.1
C -0.9419 -0.5402 0.5964 0.0 -0.1 0.2
N -1.9087 -0.5620 -0.3592 -0.1 0.0 0.0
O -1.1841 -0.7730 1.7695 0.1 0.1 -0.4
H 0.1276 1.6614 -0.8443 0.1 -0.1 0.0
H 1.6645 0.9115 -1.2659 -0.2 0.0 0.0
H 0.1734 0.3109 -2.0016 0.1 0.0 0.2
H 0.8765 -1.2498 -0.1955 -0.1 0.1 0.1
H 1.1115 -0.3080 2.2335 0.1 0.1 -0.1
H -1.7407 -0.3153 -1.3198 0.0 0.0 0.2
H -2.8555 -0.7351 -0.0598 0.1 0.0 0.0
```
Forces are in eV/Å.

For the HOMO energy, the calculation gives -0.3591 Ha. The largest force on an atom comes out at 0.0108 hartree/bohr. The energy above the lowest of the compared OMol25 structures with the same formula, charge and spin is 10.7 kcal/mol. The total energy is -9846.814 eV. For the gap between HOMO and LUMO, the calculation gives 10.431 eV. Its total charge is 0.